(1)
61
Properties=species:S:1:pos:R:3 method="wB97M-V/def2-TZVPD" relative_energy_kcal_mol=25.4 e_tot_ev=-49071.7525 s_squared=8.800 total_charge=+1 spin_multiplicity=6 fmax_ev_per_a=4.56 orbital_gap_ev="6.203 / 5.645"
C 2.72 1.70 -3.31
C 1.66 1.69 -2.43
C 0.57 0.82 -2.77
C 0.83 -0.36 -3.57
C 2.12 -0.47 -4.19
C 2.97 0.62 -4.16
C -0.20 -1.31 -3.57
C -1.52 -1.01 -3.19
C -1.68 0.22 -2.41
C -2.94 0.47 -1.75
C -4.05 -0.13 -2.30
C -3.95 -1.27 -3.12
C -2.70 -1.79 -3.44
H 3.40 2.56 -3.30
H 2.39 -1.43 -4.66
H 3.84 0.64 -4.83
H 0.04 -2.37 -3.82
H -5.03 0.28 -2.04
H -4.85 -1.74 -3.51
H -2.57 -2.78 -3.89
N -0.68 1.12 -2.37
Ru 0.12 -0.20 0.99
C 1.62 2.52 -1.17
H 0.73 3.15 -1.12
H 2.50 3.17 -1.08
C -3.01 1.36 -0.53
H -2.63 2.37 -0.74
H -4.04 1.51 -0.21
P 1.57 1.36 0.32
P -2.04 0.68 0.86
C -3.22 -0.42 1.74
H -2.82 -0.63 2.74
H -4.21 0.03 1.84
H -3.29 -1.35 1.17
C -1.82 2.07 2.01
H -2.76 2.32 2.51
H -1.07 1.78 2.76
H -1.47 2.95 1.45
C 3.24 0.62 0.25
H 4.00 1.35 -0.05
H 3.48 0.18 1.22
H 3.17 -0.18 -0.51
C 1.62 2.43 1.82
H 1.42 1.78 2.69
H 2.61 2.90 1.95
H 0.85 3.21 1.77
H 0.84 -1.51 0.58
H -1.14 -1.19 0.66
C 1.91 -2.96 3.56
C 0.75 -2.40 4.39
C -0.06 -1.50 3.45
O 0.96 -1.03 2.55
C 2.16 -1.89 2.49
H 2.82 -3.11 4.15
H 1.63 -3.89 3.07
H 1.10 -1.75 5.19
H 0.09 -3.15 4.80
H -0.88 -2.03 2.93
H -0.41 -0.55 3.87
H 2.93 -1.17 2.79
H 2.39 -2.29 1.47

***

(2)
61
Properties=species:S:1:pos:R:3 method="wB97M-V/def2-TZVPD" relative_energy_kcal_mol=0.0 e_tot_ev=-78023.8509 s_squared=0.752 total_charge=+1 spin_multiplicity=2 fmax_ev_per_a=1.91 orbital_gap_ev="4.926 / 6.103"
C -1.76 2.90 -3.72
C -1.46 1.68 -3.11
C -0.08 1.30 -2.99
C 0.93 2.26 -3.17
C 0.60 3.48 -3.77
C -0.73 3.78 -4.08
C 2.25 1.92 -2.54
C 2.58 0.48 -2.86
C 1.53 -0.43 -2.67
C 1.79 -1.83 -2.57
C 3.05 -2.29 -2.93
C 4.05 -1.39 -3.31
C 3.83 -0.01 -3.25
H -2.80 3.16 -3.90
H 1.40 4.19 -3.99
H -0.98 4.72 -4.57
H 3.04 2.60 -2.85
H 3.25 -3.36 -2.92
H 5.02 -1.76 -3.65
H 4.61 0.70 -3.52
N 0.23 0.03 -2.53
Yb 0.48 1.01 -0.03
C -2.52 0.83 -2.46
H -2.46 -0.22 -2.81
H -3.52 1.23 -2.66
C 0.70 -2.74 -2.05
H -0.25 -2.53 -2.56
H 0.97 -3.80 -2.20
P -2.31 0.78 -0.61
P 0.39 -2.53 -0.28
C 1.53 -3.59 0.62
H 1.35 -3.48 1.70
H 1.39 -4.64 0.33
H 2.56 -3.28 0.38
C -1.31 -2.92 0.10
H -1.44 -4.01 0.16
H -1.60 -2.48 1.06
H -1.98 -2.53 -0.68
C -2.92 2.46 -0.25
H -3.92 2.59 -0.71
H -3.01 2.60 0.83
H -2.24 3.23 -0.66
C -3.80 -0.17 -0.17
H -3.81 -0.31 0.92
H -4.71 0.38 -0.46
H -3.80 -1.15 -0.66
H 2.14 2.03 -1.37
H 0.75 -1.20 0.12
C -0.74 1.30 4.26
C -0.26 -0.16 4.33
C 0.17 -0.56 2.92
O -0.15 0.59 2.04
C -0.88 1.65 2.78
H -1.69 1.44 4.79
H 0.00 1.97 4.73
H -1.07 -0.81 4.66
H 0.57 -0.28 5.03
H 1.24 -0.76 2.82
H -0.39 -1.42 2.54
H -1.92 1.63 2.45
H -0.44 2.62 2.51

***

(3)
59
Properties=species:S:1:pos:R:3 method="wB97M-V/def2-TZVPD" relative_energy_kcal_mol=497.7 e_tot_ev=-38737.5813 total_charge=0 spin_multiplicity=1 fmax_ev_per_a=18.90 orbital_gap_ev=8.980
C -3.40 -4.91 -0.27
C -2.63 -3.57 -0.29
C -1.92 -3.08 0.82
C -1.44 -1.95 0.90
C -1.58 -1.18 -0.26
C -2.34 -1.50 -1.20
C -2.96 -2.79 -1.17
H -3.42 -2.92 -2.36
H -2.42 -0.73 -2.20
C -0.90 0.32 -0.07
C -0.71 1.05 1.39
H -0.12 0.24 1.80
C -1.93 0.91 2.02
O -2.75 2.13 1.52
C -3.12 1.61 0.04
C -1.91 1.42 -0.55
H -2.07 1.06 -1.65
H -1.32 2.34 -0.59
C -4.00 2.76 -0.45
C -4.80 2.20 -1.55
H -5.62 2.83 -2.05
H -4.17 2.20 -2.33
H -5.21 1.28 -1.47
C -3.53 4.07 -0.42
H -2.79 4.18 -1.68
H -4.16 4.79 -0.81
H -2.92 4.13 0.30
H -4.84 2.92 0.35
H -3.70 0.61 0.34
H -1.71 1.48 3.19
H -2.49 0.26 2.20
H -0.14 1.77 1.18
C 0.40 0.33 -0.86
C 1.30 -0.98 -0.54
N 1.81 -0.83 0.84
H 2.27 -1.46 1.15
C 2.89 0.27 0.87
C 4.08 0.09 0.44
C 4.87 -0.98 0.09
C 5.82 -0.73 -0.76
C 5.99 0.29 -1.30
S 4.46 1.40 -0.66
H 6.48 0.72 -2.16
H 6.62 -1.75 -1.04
H 4.64 -1.86 0.57
C 3.42 0.21 2.51
H 2.46 0.32 3.18
H 3.85 -0.82 2.84
H 4.00 1.17 2.61
H 2.28 1.29 0.84
H 0.80 -1.75 -0.63
H 2.15 -0.84 -1.32
H 1.08 1.30 -0.90
H 0.17 0.07 -1.84
H -0.82 -1.74 1.94
H -1.94 -3.76 1.89
H -2.93 -5.70 0.16
H -3.58 -5.25 -1.33
H -4.43 -4.75 0.05